# C46H43N4P3SSe2Zr

C46H43N4P3SSe2Zr as an isolated structure (ωB97M-V with the def2-TZVPD basis set, OMol25).

Results
E_HOMO: -12.5 eV
Energy relative to the best compared isomer or geometry (same formula, charge and spin): 0.0 kcal per mole
Molecular weight: 1026.011 u
Orbital gap: 6.742 eV
Charge: +2

Geometry (Å):
Zr -0.531 0.213 -0.060
C -0.957 2.653 2.345
P 0.597 1.789 1.917
C 1.217 1.047 3.433
C 1.849 1.844 4.392
C 2.299 1.280 5.572
C 2.112 -0.078 5.809
C 1.470 -0.870 4.869
C 1.024 -0.308 3.681
C 1.851 2.987 1.379
C 3.201 2.656 1.515
C 4.184 3.496 1.019
C 3.834 4.678 0.381
C 2.496 5.012 0.235
C 1.508 4.170 0.724
C -2.041 1.614 2.332
C -3.210 1.537 3.027
C -3.885 0.363 2.588
C -3.099 -0.228 1.646
C -3.263 -1.523 0.909
P -1.584 -2.225 0.709
C -1.640 -3.628 -0.426
C -0.535 -3.908 -1.227
C -0.537 -5.022 -2.053
C -1.647 -5.854 -2.087
C -2.752 -5.579 -1.293
C -2.749 -4.473 -0.460
C -1.120 -2.958 2.305
C -0.128 -3.941 2.322
C 0.250 -4.529 3.517
C -0.363 -4.146 4.704
C -1.341 -3.163 4.692
C -1.716 -2.563 3.499
N -1.931 0.521 1.466
H -1.138 3.424 1.590
H -0.881 3.150 3.314
H 1.996 2.903 4.214
H 2.789 1.899 6.312
H 2.462 -0.516 6.734
H 1.309 -1.924 5.055
H 0.510 -0.933 2.956
H 3.489 1.749 2.035
H 5.227 3.238 1.151
H 4.603 5.346 0.015
H 2.218 5.939 -0.249
H 0.472 4.451 0.592
H -3.558 2.240 3.765
H -4.835 -0.003 2.942
H -3.666 -1.389 -0.101
H -3.930 -2.198 1.448
H 0.331 -3.253 -1.209
H 0.323 -5.239 -2.671
H -1.652 -6.721 -2.734
H -3.615 -6.230 -1.322
H -3.611 -4.274 0.165
H 0.325 -4.281 1.397
H 1.005 -5.304 3.522
H -0.086 -4.622 5.635
H -1.821 -2.863 5.613
H -2.469 -1.784 3.509
Se -1.523 2.411 -1.259
P -1.394 1.184 -3.062
Se -1.194 -0.915 -2.439
C -2.899 1.388 -4.025
C -3.600 2.589 -3.978
C -4.705 2.769 -4.795
C -5.105 1.757 -5.656
C -4.404 0.559 -5.703
C -3.299 0.372 -4.891
C 0.032 1.708 -4.043
C 0.834 0.790 -4.714
C 1.887 1.242 -5.497
C 2.137 2.603 -5.616
C 1.333 3.521 -4.950
C 0.282 3.075 -4.163
H -3.304 3.378 -3.298
H -5.257 3.698 -4.754
H -5.970 1.901 -6.289
H -4.721 -0.231 -6.369
H -2.762 -0.569 -4.924
H 0.643 -0.272 -4.632
H 2.505 0.528 -6.024
H 2.951 2.953 -6.238
H 1.514 4.582 -5.056
H -0.347 3.794 -3.651
C 4.114 -1.914 1.834
C 3.178 -2.257 0.673
C 2.823 -1.051 -0.127
N 1.639 -0.545 -0.222
N 1.553 0.598 -0.973
C 2.715 0.986 -1.443
N 2.889 2.079 -2.174
S 3.990 -0.122 -1.022
H 4.350 -2.815 2.397
H 3.646 -1.203 2.512
H 5.054 -1.493 1.476
H 2.241 -2.686 1.038
H 3.641 -2.998 0.017
H 2.079 2.594 -2.495
H 3.793 2.340 -2.526

Atomic forces in eV per Å
0.26 -0.20 -0.11
-0.07 0.09 0.09
-0.02 0.08 -0.44
0.03 0.06 0.12
0.01 0.02 -0.02
-0.03 -0.08 0.04
-0.01 0.04 -0.01
0.03 -0.04 0.04
-0.03 -0.08 -0.14
-0.05 0.01 0.03
-0.03 -0.10 0.04
0.05 0.02 -0.02
0.02 0.02 -0.01
0.00 0.00 -0.01
-0.03 -0.07 0.00
0.15 0.10 0.08
0.15 0.14 -0.02
-0.03 -0.15 -0.14
-0.05 -0.09 -0.01
-0.06 -0.08 -0.03
0.12 0.06 -0.17
-0.13 0.03 0.05
0.06 0.02 0.01
0.02 -0.01 -0.03
-0.02 -0.03 -0.01
0.01 -0.01 -0.02
-0.01 0.06 0.02
0.04 0.02 -0.03
0.00 0.00 -0.02
-0.01 0.00 0.05
0.00 -0.03 -0.01
0.00 -0.02 0.02
-0.04 0.08 -0.01
-0.17 0.02 0.35
0.00 0.01 0.01
-0.02 -0.02 -0.01
0.00 -0.01 -0.01
0.00 0.00 0.01
0.01 0.00 0.01
0.02 0.05 0.00
0.07 0.06 0.04
-0.02 0.00 0.00
0.00 0.00 0.00
0.00 0.00 0.00
-0.01 0.00 0.00
-0.04 0.01 0.02
0.01 0.02 0.01
-0.02 -0.01 0.00
0.01 0.00 0.03
0.03 -0.01 0.01
-0.01 0.00 0.01
0.00 0.00 0.00
0.01 0.00 0.00
-0.01 0.00 0.00
0.00 0.00 0.01
-0.02 0.00 -0.01
0.00 -0.01 0.00
0.01 0.00 0.01
-0.01 0.00 0.01
0.00 -0.03 0.00
0.01 0.06 0.04
-0.13 -0.20 0.06
-0.05 0.15 -0.12
0.11 0.06 -0.10
-0.01 0.05 0.05
-0.01 -0.02 -0.02
0.01 0.03 0.02
-0.04 0.01 -0.03
0.08 -0.08 0.03
-0.03 0.03 -0.01
-0.03 -0.05 0.01
0.04 0.06 -0.03
0.00 -0.07 0.00
0.01 0.01 -0.02
-0.05 0.06 -0.02
0.02 -0.01 0.01
0.00 0.00 0.00
0.00 -0.01 0.00
0.00 0.00 0.00
0.00 0.01 0.00
-0.02 0.01 0.03
0.01 0.00 -0.01
0.00 -0.01 -0.01
0.00 0.00 0.00
0.00 0.00 0.01
0.05 -0.08 -0.01
-0.08 -0.01 0.03
-0.14 0.00 -0.04
0.18 -0.16 0.03
0.11 0.05 0.15
-0.20 -0.05 0.00
0.03 0.05 -0.03
-0.11 0.06 0.10
-0.01 0.00 -0.01
-0.04 0.07 0.05
0.00 0.00 0.01
0.04 0.04 0.01
0.01 0.01 -0.02
0.03 0.00 0.01
-0.01 -0.01 0.00